[1]
13
Properties=species:S:1:pos:R:3:nbo_charge:R:1 method="wB97M-V/def2-TZVPD" relative_energy_kj_mol=494.0 orbital_gap_ev=8.575 charge=0 multiplicity=1
C 1.98 -0.24 -0.16 0.00
C 1.91 -1.52 -0.31 -0.09
C -0.49 -0.57 -0.03 -0.09
C -1.56 -1.21 -0.48 -0.34
C 1.47 1.07 -0.39 -0.49
C 0.73 -1.18 0.50 -0.16
C 0.13 0.69 0.27 -0.18
H -2.43 -0.75 -0.87 0.20
H -1.53 -2.30 -0.43 0.21
H 1.87 1.86 0.22 0.23
H 1.84 1.43 -1.36 0.25
H 0.54 -1.49 1.51 0.21
H 0.03 1.12 1.33 0.24

---

[2]
18
Properties=species:S:1:pos:R:3:nbo_charge:R:1 method="wB97M-V/def2-TZVPD" orbital_gap_ev="4.797 / 5.062" charge=+1 s_squared=2.015 multiplicity=3
C 4.34 -0.73 0.20 -0.15
C 3.35 -0.49 -0.44 -0.05
C -2.27 -0.22 0.80 0.06
C -2.52 -1.46 0.45 -0.16
C -0.12 0.11 -0.16 0.41
C -1.30 2.08 0.25 -0.44
C 2.09 -0.66 -1.17 -0.30
N -1.26 0.56 0.29 -0.33
N 1.00 -0.25 -0.30 -0.31
Br -3.21 0.51 2.29 0.22
Br -4.00 -2.46 0.92 0.37
Br -1.54 -2.24 -1.07 0.23
H 5.15 -0.49 0.82 0.24
H -0.77 2.44 -0.66 0.25
H -2.28 2.54 0.19 0.23
H -0.78 2.60 1.07 0.25
H 1.98 -1.77 -1.37 0.25
H 2.14 -0.05 -2.12 0.24

---

[3]
18
Properties=species:S:1:pos:R:3:nbo_charge:R:1 method="wB97M-V/def2-TZVPD" relative_energy_kj_mol=39.4 orbital_gap_ev=7.259 smiles="C[C@@]1(F)C=N[C@@H](C(=O)[O-])C=C1Br" charge=-1 multiplicity=1
C 1.60 -0.89 -0.84 -0.18
C 2.12 0.35 -0.30 -0.27
C 0.29 -1.16 -0.91 -0.09
C 2.27 0.06 1.37 0.84
C 0.05 1.40 -0.54 0.11
C -0.72 -0.07 -0.70 0.25
C -1.73 -0.22 0.45 -0.64
N 1.31 1.52 -0.39 -0.37
O 3.43 -0.07 1.64 -0.72
O 1.20 -0.04 1.94 -0.74
F -1.49 0.14 -1.84 -0.40
Br -0.52 -2.78 -1.64 -0.04
H 2.14 -1.72 -1.11 0.21
H 3.13 0.38 -0.56 0.22
H -0.63 2.11 -0.67 0.16
H -1.28 -0.79 1.24 0.24
H -2.55 -0.62 0.04 0.20
H -1.92 0.65 0.92 0.21

---

[4]
17
Properties=species:S:1:pos:R:3:nbo_charge:R:1 method="wB97M-V/def2-TZVPD" relative_energy_kj_mol=0.0 orbital_gap_ev=7.544 charge=+1 multiplicity=1
C -0.84 2.26 -0.34 0.64
C 0.29 2.16 0.38 -0.25
C 0.63 0.82 0.15 -0.02
C 1.87 0.10 0.71 0.65
C 0.61 -1.42 -0.61 -0.24
C -0.08 -0.10 -0.64 -0.02
C -1.24 0.31 -1.30 0.10
N -1.55 1.58 -1.06 -0.29
N 1.77 -1.15 0.21 -0.57
O 2.70 0.58 1.42 -0.52
Cl -2.96 -0.63 1.21 -0.30
H 0.84 2.85 0.99 0.32
H -0.03 -2.19 -0.17 0.25
H 0.90 -1.76 -1.61 0.24
H -3.50 -1.26 2.17 0.30
H -1.87 -0.30 -1.93 0.26
H 2.46 -1.86 0.42 0.44

---

[5]
16
Properties=species:S:1:pos:R:3:nbo_charge:R:1 method="wB97M-V/def2-TZVPD" relative_energy_kj_mol=1.7 orbital_gap_ev=10.150 smiles="NC(=O)c1cccc(Cl)c1" charge=0 multiplicity=1
C -0.39 2.08 0.18 0.67
C -0.26 0.50 -0.01 -0.08
C -0.57 -0.36 1.14 -0.23
C -0.46 -1.72 0.97 -0.18
C -0.04 -2.31 -0.29 -0.26
C 0.18 -1.50 -1.29 0.02
C 0.06 -0.07 -1.25 -0.20
H 0.80 3.52 0.66 0.39
H 1.59 2.02 0.56 0.41
H -0.76 0.02 2.19 0.23
H -0.59 -2.47 1.77 0.22
H 0.16 -3.25 -0.44 0.22
H 0.25 0.52 -1.88 0.18
N 0.77 2.57 0.57 -0.80
O -1.44 2.62 -0.06 -0.58
Cl 0.70 -2.18 -2.82 -0.02

---

[6]
20
Properties=species:S:1:pos:R:3:nbo_charge:R:1 method="wB97M-V/def2-TZVPD" relative_energy_kj_mol=0.0 orbital_gap_ev=9.019 charge=0 multiplicity=1
C 1.32 -1.86 -0.18 -0.33
C 0.61 -2.93 0.29 0.10
C 0.69 -0.71 0.47 0.10
C 2.10 2.46 -0.76 -0.26
C 2.17 1.03 -0.56 -0.22
C 0.97 2.99 -0.17 -0.38
C 1.11 0.62 0.21 -0.22
N -0.36 -1.15 1.08 -0.14
O -3.87 -1.17 1.20 -0.91
O -2.61 -0.36 -0.67 -0.86
O -0.43 -2.45 1.06 -0.26
S -0.05 1.86 0.66 0.45
S -3.05 -0.06 0.90 1.62
Cl -4.54 1.43 0.44 -0.35
H 2.20 -1.90 -0.87 0.25
H 0.51 -4.02 0.14 0.23
H 2.62 2.98 -1.48 0.22
H 3.02 0.38 -0.80 0.23
H -3.02 -1.17 -0.77 0.48
H 0.60 4.04 -0.19 0.24

---

[7]
19
Properties=species:S:1:pos:R:3:nbo_charge:R:1 method="wB97M-V/def2-TZVPD" relative_energy_kj_mol=73.1 orbital_gap_ev=9.895 smiles="FC(F)(F)c1ccccc1.O=NO" charge=0 multiplicity=1
C 1.48 -1.60 -0.97 -0.19
C 0.23 -1.52 -1.62 -0.21
C 2.04 -0.51 -0.29 -0.22
C -0.51 -0.35 -1.42 -0.19
C 1.20 0.57 0.04 -0.15
C -0.09 0.64 -0.52 -0.18
C -1.03 1.72 -0.19 0.97
N -0.39 -0.11 2.29 0.34
O 0.21 -1.13 2.21 -0.28
O -1.72 -0.24 2.60 -0.55
F -1.13 2.50 -1.29 -0.33
F -2.29 1.43 0.13 -0.32
F -0.62 2.46 0.86 -0.33
H 1.81 -2.68 -1.06 0.23
H -0.14 -2.28 -2.36 0.23
H 3.08 -0.53 -0.06 0.23
H -1.56 -0.50 -1.75 0.23
H -2.11 0.70 2.78 0.49
H 1.51 1.42 0.60 0.23